(1)
Computed, not measured: a structure of composition C44H31Cl5O3P2PtS, with ωB97M-V with the def2-TZVPD basis set.

```
! wB97M-V def2-TZVPD RIJCOSX def2/J DEFGRID3
* xyz 2 5
Pt 0.0693 -0.4099 -0.4333
O -2.6920 1.4582 2.2949
S -1.6123 1.5260 1.3260
C -2.0064 2.9103 0.2386
C -2.7411 3.9836 0.7118
C -2.9928 5.0482 -0.1382
C -2.5119 5.0253 -1.4407
C -1.8100 3.9321 -1.9168
C -1.5725 2.8483 -1.0760
P -0.9225 1.3031 -1.7968
C -2.3797 0.7640 -2.7279
C -3.6468 0.9592 -2.1708
C -4.7732 0.6379 -2.9029
C -4.6535 0.0847 -4.1708
C -3.3971 -0.1710 -4.6989
C -2.2629 0.1592 -3.9804
C 0.3750 1.8541 -2.9200
C 0.1943 2.2433 -4.2444
C 1.2921 2.6624 -4.9763
C 2.5535 2.6958 -4.4016
C 2.7325 2.3060 -3.0818
C 1.6447 1.8907 -2.3412
C -0.1807 2.2576 2.1912
C -0.1259 3.5768 2.5951
C 1.0067 4.0334 3.2567
C 2.0631 3.1740 3.5112
C 1.9986 1.8474 3.1157
C 0.8585 1.3704 2.4676
P 0.6741 -0.3509 1.8835
C -0.8758 -0.9848 2.5780
C -1.7584 -1.5991 1.6905
C -2.9722 -2.0813 2.1277
C -3.3236 -1.9297 3.4607
C -2.4576 -1.3076 4.3448
C -1.2297 -0.8339 3.9147
C 2.0664 -1.2320 2.6359
C 3.3538 -0.9695 2.1636
C 4.4333 -1.6579 2.6851
C 4.2347 -2.6039 3.6822
C 2.9573 -2.8613 4.1546
C 1.8669 -2.1946 3.6233
H -3.1182 3.9533 1.7236
H -3.5622 5.8912 0.2209
H -2.7146 5.8499 -2.1053
H -1.4589 3.9045 -2.9379
H -3.7530 1.3710 -1.1749
H -5.7477 0.8237 -2.4782
H -5.5395 -0.1552 -4.7360
H -3.2934 -0.6220 -5.6731
H -1.2870 -0.0596 -4.3851
H -0.7879 2.2215 -4.6975
H 1.1627 2.9633 -6.0036
H 3.3998 3.0303 -4.9816
H 3.7182 2.3135 -2.6425
H 1.7582 1.5862 -1.3003
H -0.9408 4.2583 2.4083
H 1.0607 5.0656 3.5662
H 2.9379 3.5389 4.0290
H 2.8281 1.1878 3.3244
H -1.4836 -1.6827 0.6336
H -3.6500 -2.5551 1.4346
H -4.2808 -2.2871 3.8043
H -2.7446 -1.1791 5.3763
H -0.5626 -0.3363 4.6051
H 3.5042 -0.2192 1.3970
H 5.4306 -1.4443 2.3320
H 5.0784 -3.1349 4.0945
H 2.8121 -3.5783 4.9478
H 0.8709 -2.4129 3.9776
Cl 5.1633 -5.8956 -1.4015
C 3.9258 -4.9514 -0.7449
C 3.8074 -3.5921 -1.1288
Cl 4.9458 -2.9246 -2.2146
C 2.7635 -2.8311 -0.6549
Cl 2.5835 -1.2150 -1.1641
C 1.7926 -3.3512 0.2724
O 0.8427 -2.6744 0.7073
C 1.9763 -4.7323 0.6690
Cl 0.8395 -5.3698 1.7570
C 2.9950 -5.5145 0.1501
Cl 3.1227 -7.1685 0.5807
C -1.1914 -3.2705 -1.9582
C -0.4831 -1.9609 -2.0215
O -0.0286 -1.4458 -3.0090
H -0.9743 -3.8734 -2.8426
H -2.2631 -3.0632 -1.9285
H -0.9274 -3.8195 -1.0593
*
```

Results
Relative energy (zero: lowest compared OMol25 entry of this formula, charge and spin) in kJ/mol: 177.2
Highest occupied orbital energy (alpha / beta) in eV: -12.658 / -13.861
LUMO level (alpha / beta) in eV: -4.9 / -7.9
HOMO-LUMO gap (alpha / beta) in eV: 7.8 / 5.9



(2)
Computed, not measured: a structure of composition C44H31N6OPTc, with ωB97M-V with the def2-TZVPD basis set.

```
! wB97M-V def2-TZVPD RIJCOSX def2/J DEFGRID3
* xyz 3 1
Tc -0.0058 -0.4707 -0.5571
C 2.3014 0.9883 -4.1238
C 1.2574 0.7217 -3.2458
N 1.4800 0.1302 -2.0702
C 2.7579 -0.1851 -1.7661
C 3.7797 0.0976 -2.6565
N 3.5546 0.6783 -3.8300
C 2.9512 -0.8104 -0.4461
C 4.1350 -1.2969 0.0373
C 4.1943 -1.8942 1.3105
C 2.9865 -1.9704 2.0259
C 1.8260 -1.4747 1.4953
N 1.8079 -0.8816 0.2746
C 0.5052 -1.5199 2.1485
C 0.2808 -2.0014 3.4241
N -0.9296 -2.0180 3.9751
C -1.9237 -1.5244 3.2566
C -1.7257 -1.0192 1.9760
N -0.5213 -1.0350 1.4062
C 5.4517 -2.4216 1.8568
C 5.4705 -3.1606 3.0390
C 6.6823 -3.6402 3.5143
N 7.8416 -3.4282 2.8952
C 7.8282 -2.7205 1.7678
C 6.6679 -2.2011 1.2122
H 2.1095 1.4665 -5.0771
H 0.2465 1.0067 -3.4920
H 4.8103 -0.1407 -2.4243
H 5.0172 -1.2329 -0.5796
H 2.9561 -2.4152 3.0076
H 1.0932 -2.3858 4.0282
H -2.9132 -1.5191 3.6987
H -2.5447 -0.5972 1.4175
H 4.5743 -3.3917 3.5971
H 6.7216 -4.2196 4.4288
H 8.7852 -2.5596 1.2862
H 6.7516 -1.6262 0.3007
O -1.0580 -1.8954 -2.5666
C -1.2464 -0.5509 -2.1714
C -1.9871 0.4811 -2.8409
C -2.5945 0.3609 -4.0896
C -3.2526 1.4639 -4.6104
C -3.2870 2.6627 -3.9020
C -2.6639 2.7832 -2.6590
C -2.0138 1.6879 -2.1207
P -1.1398 1.6880 -0.5149
C -0.1488 3.1894 -0.4136
C 1.2126 3.1971 -0.7259
C 1.9217 4.3878 -0.7068
C 1.2765 5.5720 -0.3756
C -0.0737 5.5658 -0.0485
C -0.7890 4.3793 -0.0556
C -2.3863 1.8563 0.7695
C -1.9336 2.1016 2.0707
C -2.8447 2.2308 3.1043
C -4.2083 2.1054 2.8480
C -4.6597 1.8594 1.5583
C -3.7510 1.7332 0.5138
H -2.5513 -0.5747 -4.6349
H -3.7362 1.3943 -5.5759
H -3.8033 3.5169 -4.3222
H -2.6865 3.7286 -2.1303
H 1.7249 2.2764 -0.9597
H 2.9780 4.3929 -0.9431
H 1.8312 6.5009 -0.3573
H -0.5705 6.4880 0.2235
H -1.8354 4.3846 0.2239
H -0.8718 2.2178 2.2677
H -2.4982 2.4433 4.1077
H -4.9203 2.2149 3.6559
H -5.7210 1.7818 1.3602
H -4.1133 1.5629 -0.4930
C -1.5485 -1.7117 -1.2740
C -2.6314 -2.4754 -0.7063
C -3.8117 -1.8369 -0.3120
C -4.8548 -2.5911 0.1902
C -4.7144 -3.9705 0.3207
C -3.5376 -4.6043 -0.0680
C -2.4968 -3.8627 -0.5951
H -3.9162 -0.7631 -0.4368
H -5.7865 -2.1150 0.4674
H -5.5358 -4.5565 0.7128
H -3.4404 -5.6773 0.0296
H -1.5866 -4.3504 -0.9255
*
```

Results
Highest occupied orbital energy in eV: -16.089
LUMO level in eV: -10.9
HOMO-LUMO gap in eV: 5.2



(3)
Computed, not measured: a structure of composition C44H33AlNO8S, with ωB97M-V with the def2-TZVPD basis set.

```
! wB97M-V def2-TZVPD RIJCOSX def2/J DEFGRID3
* xyz -1 1
C -4.5234 -0.9915 -2.1800
S -4.2369 -2.5267 -1.2796
O -2.9888 -3.0690 -1.8449
O -5.4052 -3.3803 -1.5067
Al -3.7977 -1.9539 0.9654
C -2.0685 -0.9072 0.8158
N -2.2198 0.5541 0.4621
H -4.0238 -0.2086 -1.6202
H -4.0568 -1.0863 -3.1527
H -5.5873 -0.8152 -2.2424
H -3.4937 -3.3031 1.7921
H -5.0452 -1.1079 1.5079
H -1.4827 -1.3921 0.0341
H -1.5321 -0.9924 1.7541
H -1.9893 0.6569 -0.5204
H -1.4757 1.0669 0.9266
C -3.1126 5.7669 -6.3939
C -3.5138 5.0879 -5.2480
C -3.1563 3.7648 -5.0624
C -2.4010 3.1123 -6.0273
C -2.0097 3.7886 -7.1845
C -2.3633 5.1201 -7.3599
C -1.2253 3.0991 -8.2488
O -0.8777 3.6905 -9.2503
C -0.8862 1.6621 -8.0475
C -0.1962 0.9831 -9.0432
C 0.1344 -0.3483 -8.8667
C -0.2165 -1.0078 -7.6932
C -0.9062 -0.3388 -6.6984
C -1.2475 0.9954 -6.8747
C -2.0119 1.6908 -5.8008
O -2.3097 1.1169 -4.7790
H -3.3886 6.8036 -6.5329
H -4.1061 5.5938 -4.4976
H -3.4577 3.2295 -4.1731
H -2.0497 5.6384 -8.2546
H 0.0755 1.5037 -9.9501
H 0.6683 -0.8767 -9.6451
H 0.0468 -2.0477 -7.5559
H -1.1866 -0.8433 -5.7843
C 0.2857 6.5938 4.8724
C -0.5128 6.0070 3.8961
C -0.2353 4.7290 3.4459
C 0.8478 4.0345 3.9671
C 1.6578 4.6272 4.9379
C 1.3680 5.9072 5.3921
C 2.8430 3.9111 5.4915
O 3.5410 4.4237 6.3422
C 3.1425 2.5472 4.9709
C 4.2582 1.8699 5.4457
C 4.5368 0.5948 4.9875
C 3.7004 -0.0141 4.0571
C 2.5915 0.6574 3.5747
C 2.3136 1.9416 4.0243
C 1.1227 2.6530 3.4793
O 0.4032 2.1202 2.6671
H 0.0613 7.5908 5.2272
H -1.3556 6.5481 3.4879
H -0.8540 4.2600 2.6937
H 1.9947 6.3555 6.1495
H 4.8983 2.3468 6.1739
H 5.4065 0.0689 5.3582
H 3.9147 -1.0154 3.7082
H 1.9335 0.1924 2.8538
C -0.3580 -5.0607 -0.1576
C 0.4553 -6.1691 -0.3667
C 1.4437 -6.4944 0.5468
C 1.6334 -5.7042 1.6730
C 0.8231 -4.5798 1.8788
C -0.1760 -4.2720 0.9649
C 1.0365 -3.6895 3.0522
O 0.3536 -2.7089 3.2442
C 2.1494 -4.0268 3.9929
C 2.4019 -3.1834 5.0669
C 3.4204 -3.4810 5.9541
C 4.1889 -4.6272 5.7766
C 3.9437 -5.4682 4.7065
C 2.9279 -5.1688 3.8073
C 2.6976 -6.0733 2.6416
O 3.3746 -7.0721 2.4961
H -1.1402 -4.8037 -0.8628
H 0.3142 -6.7827 -1.2465
H 2.0760 -7.3570 0.3924
H -0.8118 -3.4134 1.1129
H 1.7947 -2.2987 5.1979
H 3.6163 -2.8209 6.7889
H 4.9814 -4.8617 6.4750
H 4.5366 -6.3592 4.5569
*
```

Results
Highest occupied orbital energy in eV: -4.560
LUMO level in eV: 0.5
HOMO-LUMO gap in eV: 5.1



| no. | F_max (eV/Å) | calculated total energy (hartree) |
| --- | --- | --- |
| 1 | 1.72 | -5421.5519 |
| 2 | 2.83 | -2520.2754 |
| 3 | 1.05 | -2993.9221 |